1.
Density functional theory data (wB97M-V/def2-TZVPD) for C22H24ClNO4SbV as an isolated structure.

Values from the calculation:
charge	+2
total energy	-77607.365	eV
LUMO level	-8.1108	eV
frontier orbital gap	7.54	eV

CARTESIAN COORDINATES (ANGSTROEM)
V: -1.3130 -0.3066 -0.9435
O: -2.6231 -3.0454 0.3542
Cl: -2.9498 -1.8766 -0.3957
O: -4.3239 -1.7234 -0.7183
O: -0.4678 0.0279 0.5388
O: -2.0986 -1.8898 -1.7176
C: -3.9982 2.0064 0.0302
C: -3.2435 2.0080 -1.3013
C: -2.4627 3.3072 -1.5021
C: -4.1662 1.6962 -2.4753
N: -2.2485 0.9328 -1.2081
H: -4.6935 2.8456 0.0244
H: -3.3178 2.1287 0.8727
H: -4.5756 1.0903 0.1548
H: -3.1790 4.1254 -1.5743
H: -1.8839 3.2835 -2.4257
H: -1.7997 3.5040 -0.6596
H: -4.9293 2.4723 -2.5341
H: -4.6645 0.7369 -2.3381
H: -3.6198 1.6862 -3.4183
C: 0.0964 -2.9786 -3.2909
C: 0.3880 -1.6213 -3.2545
C: 0.8416 -1.0366 -2.0686
C: 1.0011 -1.8450 -0.9136
C: 0.6813 -3.1901 -0.9498
C: 0.2445 -3.7533 -2.1523
Sb: 1.3406 -0.6843 0.8118
C: 2.4618 0.9820 0.3244
C: 1.9092 1.9120 -0.5586
C: 2.6463 3.0276 -0.9108
C: 3.9219 3.2036 -0.3831
C: 4.4674 2.2719 0.4878
C: 3.7389 1.1473 0.8519
C: 1.5851 -1.3507 2.7375
C: 2.0704 -0.4171 3.6533
C: 2.2294 -0.8223 4.9698
C: 1.9114 -2.1218 5.3420
C: 1.4257 -3.0365 4.4150
C: 1.2549 -2.6587 3.0940
H: -0.2421 -3.4330 -4.2120
H: 0.3008 -1.0183 -4.1493
H: 1.2183 -0.0182 -2.0957
H: 0.7706 -3.8181 -0.0736
H: 0.0130 -4.8097 -2.1866
H: 0.9184 1.7367 -0.9629
H: 2.2349 3.7605 -1.5914
H: 4.4968 4.0781 -0.6566
H: 5.4611 2.4213 0.8870
H: 4.1709 0.4253 1.5346
H: 2.3114 0.5982 3.3642
H: 2.6006 -0.1213 5.7046
H: 2.0415 -2.4268 6.3716
H: 1.1783 -4.0433 4.7221
H: 0.8681 -3.3693 2.3757

2.
Density functional theory data (wB97M-V/def2-TZVPD) for a 6-piece molecular cluster, C12H24Cl12 overall.

Values from the calculation:
charge	0
total energy	-163103.764	eV
energy above the lowest of the compared OMol25 structures with the same formula, charge and spin	10.79	kcal per mole
LUMO level	0.3014	eV
SMILES	ClCCCl.ClCCCl.ClCCCl.ClCCCl.ClCCCl.ClCCCl
frontier orbital gap	10.91	eV

CARTESIAN COORDINATES (ANGSTROEM)
Cl: 3.5706 -3.4186 -5.4502
C: 2.7024 -2.6844 -4.0597
C: 2.0952 -3.7920 -3.2111
Cl: 1.6462 -3.1137 -1.6489
H: 1.9242 -2.0320 -4.4483
H: 3.4370 -2.0826 -3.5368
H: 2.8391 -4.5587 -3.0016
H: 1.2817 -4.2927 -3.7293
Cl: 4.6170 3.1355 -1.5274
C: 4.7146 1.9444 -0.2163
C: 5.5567 0.7345 -0.6266
Cl: 5.9469 -0.1962 0.8410
H: 3.7412 1.5341 0.0531
H: 5.0810 2.4381 0.6788
H: 6.4960 1.0571 -1.0657
H: 4.9789 0.1143 -1.3031
Cl: 4.7673 -4.5186 2.8644
C: 4.0247 -3.0410 2.1686
C: 2.6574 -3.2889 1.6364
Cl: 1.4482 -3.7710 2.8754
H: 4.7471 -2.7168 1.4242
H: 4.0190 -2.2580 2.9273
H: 2.6512 -4.0566 0.8633
H: 2.2376 -2.4027 1.1604
Cl: -8.8451 1.7511 -0.4208
C: -7.1332 1.6568 0.1189
C: -6.2686 0.9237 -0.8656
Cl: -6.6001 -0.8482 -0.8218
H: -7.1368 1.2040 1.1053
H: -6.8152 2.6916 0.2187
H: -5.2248 0.9834 -0.5708
H: -6.4669 1.2492 -1.8812
Cl: -4.4137 2.3694 1.8658
C: -4.0243 4.0743 2.2520
C: -2.6607 4.4385 1.7217
Cl: -1.3229 3.5720 2.4722
H: -4.0628 4.2263 3.3286
H: -4.7804 4.7061 1.7919
H: -2.3835 5.4854 1.8464
H: -2.6192 4.2660 0.6446
Cl: -2.9109 -0.6222 0.3980
C: -1.3873 0.2810 0.6154
C: -0.2358 -0.6288 0.2427
Cl: 1.3199 0.1654 0.6066
H: -1.3007 0.6352 1.6388
H: -1.3867 1.1908 0.0172
H: -0.2663 -0.9431 -0.7987
H: -0.2553 -1.5612 0.8062

3.
Density functional theory data (wB97M-V/def2-TZVPD) for CHCoO3 as an isolated structure.

Values from the calculation:
charge	+1
total energy	-44809.867	eV
multiplicity	6
energy above the lowest of the compared OMol25 structures with the same formula, charge and spin	0.00	kcal per mole
LUMO level (alpha / beta)	-4.4480 / -10.8280	eV
frontier orbital gap (alpha / beta)	8.04 / 6.90	eV

CARTESIAN COORDINATES (ANGSTROEM)
O: -0.5051 -0.7141 -1.0460
C: 0.0889 -0.6089 0.0715
O: 0.4063 -1.4532 0.8866
Co: -0.7667 1.1333 -1.5392
O: 0.2453 0.7434 0.3600
H: 0.5313 0.8994 1.2671

- What is the charge in the second record?
  0

- Among the records above, which one has the highest total energy?
  CHCoO3

- Among the records above, which one has the lowest total energy?
  C12H24Cl12

- Which value of charge does entry 1 give?
  +2